No. 1
DFT (ωB97M-V/def2-TZVPD) results for C14H13Cl2N4O2PdS as an isolated structure at a distorted geometry.

Computed properties:
F_max (eV/A): 2.69
Energy relative to the best compared isomer or geometry (same formula, charge and spin) (kJ/mol): 114.4
M (g/mol): 478.68
Total charge: +3
E_HOMO (alpha / beta) (eV): -17.845 / -17.845

```
37
C14H13Cl2N4O2PdS (ωB97M-V/def2-TZVPD)
C -1.26235 3.09657 0.53943
H 0.68786 -0.37651 5.13989
C -2.43132 3.04711 -2.05355
C 2.24324 -2.51471 -0.56162
N 0.07615 -2.92563 0.25275
O -3.38716 6.42752 -1.40444
S -1.26523 0.41453 0.60953
C -0.95589 -3.82304 0.13328
C -1.54125 1.84760 -0.15371
N 0.69520 -4.43747 -1.16540
H 3.76836 0.12491 0.46095
C -2.13611 1.86310 -1.47251
H -1.35672 5.20924 0.45140
H 1.03888 -2.13953 5.13217
C -1.57699 4.27412 -0.04833
Cl -0.65186 -1.55363 3.55748
O -2.03821 5.68752 -3.02483
H -0.80720 3.08560 1.52133
C 4.23135 -1.59930 -0.82268
H -2.85642 3.07771 -3.04839
Pd 0.62132 -1.22410 1.43675
C -2.22474 4.25329 -1.32077
C 1.05627 -3.31546 -0.53433
H 1.24124 -4.96356 -1.83287
N 2.25730 -1.39134 0.13838
H -1.09845 -5.64349 -1.12407
C 0.82642 -1.26243 4.53324
C 3.49611 -0.80754 -0.00385
C -0.57379 -4.77751 -0.75558
Cl 2.16696 -0.98560 3.38261
H 5.24097 -1.48488 -1.18119
H -3.79476 6.16734 -0.56722
H 3.71123 -3.42896 -1.75782
H -2.33858 0.93387 -1.98843
H -1.88501 -3.73825 0.67085
C -2.60292 5.54831 -1.97802
N 3.42611 -2.66542 -1.16042
```


No. 2
DFT (ωB97M-V/def2-TZVPD) results for C14H13ClI2IrN2O as an isolated structure at a distorted geometry.

Computed properties:
F_max (eV/A): 1.99
M (g/mol): 706.75
Total charge: +1
E_HOMO (eV): -10.819

```
34
C14H13ClI2IrN2O (ωB97M-V/def2-TZVPD)
C -2.30717 -0.02753 4.43698
C 0.59086 -0.15205 -2.54786
H -2.77015 0.29616 5.35873
C -1.31530 0.51366 2.30627
N -0.49844 -0.50576 -0.35958
H 2.77127 1.95707 0.10346
I -2.25109 2.92529 3.87926
C 1.00220 2.09117 -2.96882
H -1.35165 -2.84109 2.81884
Ir 0.25765 1.28310 -0.06633
N 0.55795 1.12854 -2.13994
H -0.60558 -1.86775 -1.97693
H 1.09883 -1.55467 -4.08353
Cl 2.22219 0.62281 1.98721
C 1.54472 0.47901 -4.63267
C 0.10969 -1.16739 -1.54305
H 0.92828 3.10541 -2.60033
C 2.21237 1.02880 0.24646
H 1.83548 2.60674 -4.85849
H 1.94411 0.22361 -5.60504
C 1.49264 1.80450 -4.22165
C -0.37536 -1.36911 0.85496
H 2.69105 0.21623 -0.29698
H 0.69492 -1.45036 1.05251
H 0.96349 -1.74865 -1.19098
C 1.07902 -0.51351 -3.79056
H -1.48951 -0.30955 -0.52970
C -1.51072 -1.78712 3.01131
I -2.67570 -2.78608 5.60525
O -0.96918 1.47434 1.40830
C -1.10800 -0.84687 2.06395
H -0.74860 -2.36092 0.58987
C -2.10001 -1.37995 4.19148
C -1.92026 0.91194 3.49760
```


No. 3
DFT (ωB97M-V/def2-TZVPD) results for a 2-piece molecular cluster, C14H13F3N3O4S overall.

Computed properties:
F_max (eV/A): 0.58
Energy relative to the best compared isomer or geometry (same formula, charge and spin) (kJ/mol): 0.0
M (g/mol): 376.34
Total charge: +1
E_HOMO (eV): -12.200

```
38
C14H13F3N3O4S (ωB97M-V/def2-TZVPD)
C 4.60675 -2.69412 -3.53573
H -4.53771 2.58753 -0.85891
O -5.70493 2.93311 3.24306
F -0.07897 3.55028 2.94719
H 4.73039 -4.11152 -5.13770
H -2.76959 2.69570 3.04754
C 2.84631 -4.23281 -4.12456
C -0.88585 0.81425 2.62559
H 5.59656 -2.29494 -3.70558
C -3.84043 2.25062 -0.10959
H -0.85076 -0.27084 2.64609
C 0.51046 1.36356 2.26988
C 3.83007 -2.18507 -2.50918
H 1.28552 0.61563 2.41317
H -1.64255 -1.46173 0.17664
N 1.74572 -2.19097 -1.22107
C 0.85402 2.56487 3.11549
N -2.96071 1.30023 -0.44050
C 2.05784 -3.73529 -3.10128
O 2.19264 -1.28727 -0.54554
C -3.80271 2.77187 1.16538
H 1.07014 -4.12855 -2.91658
O -4.66561 3.75478 1.43469
C 4.11710 -3.71515 -4.34007
H -1.15618 1.17463 3.61508
H 4.19516 -1.39350 -1.87299
F 2.04619 3.07781 2.78748
C -2.03072 0.78522 0.38479
C -2.84411 2.28217 2.05049
C 2.56873 -2.71893 -2.31371
F 0.87004 2.27102 4.43188
C -1.94673 1.29070 1.67438
H -2.98946 0.91948 -1.38001
H 0.56183 1.68997 1.23282
N -5.15682 3.86777 2.92632
O 0.64349 -2.68771 -1.04149
S -0.93433 -0.42503 -0.28139
H 2.46923 -5.02777 -4.75209
```


Question: What is the total charge in the second record?
Answer: +1


Question: Which value of F_max does entry 2 give?
Answer: 1.99 eV/A


Question: Among the records above, which one has the highest F_max?
Answer: C14H13Cl2N4O2PdS